Molecular formula: C10H7IrN4S6
Method: DFT, wB97M-V/def2-TZVPD

Each line ends with the Mulliken charge.
Geometry (Å):
Ir: 0.28 0.14 -0.41  0.94
N: -0.18 3.27 2.48  -0.35
C: -0.07 2.17 1.75  0.70
S: -0.03 2.33 -0.01  -0.29
N: 0.00 1.01 2.40  -1.23
N: 0.14 -0.01 1.58  0.65
C: 0.13 -1.26 2.08  -0.45
C: 0.14 -2.30 1.12  0.69
C: 0.14 -3.66 1.45  -0.92
C: 0.17 -4.61 0.46  -0.16
C: 0.18 -4.21 -0.87  -0.80
C: 0.18 -2.86 -1.15  0.12
N: 0.16 -1.93 -0.20  -0.27
H: -0.25 4.17 2.05  0.21
H: -0.21 3.20 3.49  0.25
H: 0.08 -1.39 3.15  0.46
H: 0.13 -3.94 2.50  0.40
H: 0.17 -5.66 0.71  0.45
H: 0.20 -4.92 -1.68  0.40
H: 0.18 -2.49 -2.17  0.42
S: 5.42 -0.03 -5.58  0.03
C: 4.26 0.07 -4.39  0.20
S: 4.63 0.04 -2.68  -0.11
C: 3.01 0.10 -2.09  0.29
C: 2.01 0.18 -3.07  0.18
S: 0.34 0.27 -2.76  -0.30
S: 2.54 0.20 -4.71  -0.12
S: 2.77 0.09 -0.40  -0.41

HOMO-LUMO gap (alpha / beta): 4.477 / 5.811 eV
HOMO level (alpha / beta): -0.32817 / -0.42872 Ha
total charge: +1
2S+1: 6
LUMO energy (alpha / beta): -4.5 / -5.9 eV
energy: -84285.876 eV